1.
Below is the ion C9H7NO4 with charge -2 in a non-equilibrium geometry, with properties calculated with ωB97M-V/def2-TZVPD.

Geometry as ORCA input:
```
! RIJCOSX wB97M-V def2-TZVPD def2/J DEFGRID3
* xyz -2 1
O -1.107 -0.720 2.806
C -0.669 0.333 2.320
O -0.338 1.421 2.856
C -0.715 0.386 0.682
C -2.139 0.389 0.179
O -2.670 1.525 -0.041
O -2.776 -0.676 -0.060
C 0.047 1.717 0.263
C 0.622 1.244 -1.082
N 0.781 -0.136 -0.934
C 1.582 -1.046 -1.529
C 1.410 -2.233 -0.924
C 0.409 -2.037 0.068
C 0.082 -0.710 0.029
H 0.794 1.665 0.961
H -0.674 2.478 0.444
H -0.178 1.465 -1.906
H 1.618 1.707 -1.389
H 2.117 -0.860 -2.383
H 1.604 -3.244 -1.252
H 0.200 -2.669 0.892
*
```

## Properties
**HOMO-LUMO gap**: 0.2328 Eh
**Relative energy (zero: lowest compared OMol25 entry of this formula, charge and spin)**: 0.000 eV
**SMILES**: O=C([O-])C1(C(=O)[O-])CCn2cccc21
**Max |F|**: 4.193 eV/Å
**Electronic energy**: -19125.6435 eV
**HOMO energy**: -0.377 eV

---

2.
Below is a structure of composition C5H12O3Ru in a non-equilibrium geometry, with properties calculated with ωB97M-V/def2-TZVPD.

Geometry as ORCA input:
```
! RIJCOSX wB97M-V def2-TZVPD def2/J DEFGRID3
* xyz 2 7
H 0.084 -2.609 -2.933
C -2.301 1.478 -1.372
O -1.168 1.568 -2.178
C -1.926 1.283 0.095
O -0.946 0.230 0.129
C -0.276 0.027 1.366
C 0.830 -0.970 1.109
O 1.764 -0.361 0.226
C 2.998 -1.057 0.123
Ru 0.212 0.465 -1.498
H -2.948 0.632 -1.679
H -2.921 2.391 -1.428
H -2.785 0.990 0.715
H -1.466 2.197 0.506
H -0.978 -0.370 2.113
H 0.112 0.987 1.740
H 0.513 -1.914 0.638
H 1.291 -1.261 2.063
H 3.551 -0.582 -0.695
H 3.515 -1.008 1.091
H 2.843 -2.117 -0.129
*
```

## Properties
**HOMO-LUMO gap (spin up / spin down)**: 0.3443 / 0.2603 Eh
**Relative energy (zero: lowest compared OMol25 entry of this formula, charge and spin)**: 0.000 eV
**Max |F|**: 2.887 eV/Å
**Electronic energy**: -14077.6456 eV
**HOMO energy (spin up / spin down)**: -18.359 / -19.104 eV

---

3.
Below is a cluster of 3 separate species, C2H4ClO4P in total in a non-equilibrium geometry, with properties calculated with ωB97M-V/def2-TZVPD.

Geometry as ORCA input:
```
! RIJCOSX wB97M-V def2-TZVPD def2/J DEFGRID3
* xyz -2 1
C 1.981 -0.516 0.254
C 1.119 -0.167 -0.519
O -3.384 1.829 -0.131
O -2.508 -0.404 -1.042
O -3.359 -0.397 1.270
O -1.232 0.859 0.785
P -2.754 0.557 0.298
Cl 10.235 -1.115 -0.291
H 2.205 -1.033 1.092
H -2.280 -1.270 -0.577
H 0.706 0.168 -1.418
H -0.729 1.490 0.278
*
```

## Properties
**HOMO-LUMO gap**: 0.2735 Eh
**Relative energy (zero: lowest compared OMol25 entry of this formula, charge and spin)**: 1.790 eV
**Max |F|**: 2.861 eV/Å
**Electronic energy**: -32143.4199 eV
**HOMO energy**: -2.255 eV